Record 1
{"formula": "C4H10N3", "method": "ωB97M-V/def2-TZVPD", "e_above_lowest_kj_mol": 272.2, "spin_multiplicity": 1, "gap_ev": 8.74, "charge": 1, "fmax_ev_per_a": 3.466, "symbols": ["C", "C", "C", "C", "N", "N", "N", "H", "H", "H", "H", "H", "H", "H", "H", "H", "H"], "positions_angstrom": [[0.106513, 1.046326, 0.947397], [1.433034, -0.531547, -0.266750], [0.482783, -0.207613, 0.652642], [-0.030418, -1.397597, 1.484914], [-0.383625, 2.110691, 1.016356], [-1.829917, 0.171393, -1.543238], [1.810807, 0.342017, -1.142155], [2.027845, -1.540546, -0.094913], [0.657170, -2.220427, 1.133719], [-1.047177, -1.620543, 1.273163], [0.176685, -1.058038, 2.552816], [-0.650133, 2.897603, 1.570794], [-2.191519, -0.587894, -0.959923], [-2.365189, 1.058737, -1.245943], [1.324652, 1.252335, -1.002604], [2.449711, 0.450248, -1.923781], [-1.971221, -0.165145, -2.452494]], "forces_ev_per_angstrom": [[-0.978, 0.798, -0.835], [2.845, -1.934, 0.182], [-0.602, -1.690, 1.568], [2.368, 1.202, 0.916], [-0.002, -0.842, 0.235], [-0.450, 1.407, 3.013], [-0.449, 3.306, -0.940], [-1.561, 2.047, -1.120], [-1.117, 0.485, 1.042], [-0.826, -0.272, 0.082], [-0.634, -1.361, -1.102], [0.308, 0.444, 0.158], [0.105, 0.420, 0.000], [0.906, -2.096, -1.369], [0.374, -0.935, -0.664], [0.288, -1.296, 0.523], [-0.576, 0.315, -1.690]], "nbo_charge": [0.6239, 0.2419, -0.3699, -0.5629, -0.5194, -1.1119, -0.6825, 0.2529, 0.2262, 0.2308, 0.2343, 0.4714, 0.3586, 0.3806, 0.3970, 0.4513, 0.3776]}

Record 2
{"formula": "C4H10N3", "method": "ωB97M-V/def2-TZVPD", "e_above_lowest_kj_mol": 389.5, "spin_multiplicity": 1, "gap_ev": [7.33, 7.33], "charge": 1, "fmax_ev_per_a": 6.406, "symbols": ["C", "C", "C", "C", "N", "N", "N", "H", "H", "H", "H", "H", "H", "H", "H", "H", "H"], "positions_angstrom": [[-4.108938, 0.399206, -0.087397], [0.529313, -0.566006, -0.480081], [2.443806, 0.826521, 0.527403], [1.313178, 0.715486, -0.495473], [-2.957850, -0.053415, 0.114511], [-1.946323, -0.529875, 0.211585], [0.977233, -1.691910, 0.250029], [-4.633630, 1.046057, 0.512236], [-4.641646, 0.071203, -0.937461], [-0.265614, -0.690876, -1.178166], [2.917252, 1.843555, 0.544992], [3.287345, 0.118881, 0.361649], [2.309558, 0.507420, 1.623875], [1.681999, 0.641572, -1.540166], [0.628463, 1.550405, -0.272015], [1.690397, -1.548653, 0.909213], [0.775460, -2.639563, -0.064742]], "forces_ev_per_angstrom": [[-0.707, -0.363, -1.161], [3.070, -3.758, 2.776], [2.095, -0.737, 1.523], [-0.616, -0.852, 1.796], [-0.569, 0.197, -0.033], [1.468, -0.596, 0.582], [-2.604, 4.108, -4.169], [-0.424, 1.401, 1.811], [-0.117, -0.555, -0.952], [-0.131, -0.422, -0.418], [-0.688, -0.928, -0.094], [-0.352, 0.487, -0.802], [-1.009, 0.945, -1.431], [-0.154, 0.753, 0.297], [0.042, -0.190, -0.970], [1.128, 0.130, 0.862], [-0.433, 0.380, 0.382]], "nbo_charge": [-0.3960, 0.3866, -0.6666, -0.5147, 0.1026, -0.1316, -0.6627, 0.2429, 0.2390, 0.2390, 0.2672, 0.2273, 0.2364, 0.2868, 0.2808, 0.4205, 0.4424]}

Record 3
{"formula": "C4H10N3", "method": "ωB97M-V/def2-TZVPD", "e_above_lowest_kj_mol": 295.5, "spin_multiplicity": 1, "gap_ev": 8.72, "charge": 1, "fmax_ev_per_a": 4.281, "symbols": ["C", "C", "C", "C", "N", "N", "N", "H", "H", "H", "H", "H", "H", "H", "H", "H", "H"], "positions_angstrom": [[-1.454850, 0.384249, 0.387214], [0.142850, -1.325023, -0.438378], [1.549596, 0.263873, 0.647048], [1.527631, 1.204862, -0.489007], [1.049414, -0.936829, 0.620503], [-1.197186, -0.917561, -0.044952], [-2.762401, 0.569027, 0.269838], [0.355261, -0.893843, -1.353107], [0.275058, -2.337304, -0.535972], [2.247122, 0.369571, 1.539297], [0.866738, 1.090651, -1.226116], [2.484851, 1.344829, -0.849521], [1.481632, 2.162593, -0.036047], [1.152237, -1.669896, 1.322246], [-1.834627, -1.518667, -0.511308], [-3.074789, 1.552410, 0.330541], [-3.336519, -0.093819, -0.134130]], "forces_ev_per_angstrom": [[-0.261, -2.077, -1.177], [-1.152, 1.625, 2.047], [1.587, -2.175, 1.022], [1.079, 0.341, 4.129], [0.084, 1.129, -0.994], [1.394, 0.489, 0.709], [1.548, 3.600, 1.153], [1.122, 1.004, -1.716], [-0.357, -2.627, -0.258], [-1.064, 0.641, -1.192], [-2.695, -0.595, -2.539], [2.508, -0.542, -1.020], [-0.928, 1.249, 0.475], [0.271, 0.848, 0.332], [-1.313, -0.256, -0.212], [-0.095, -1.281, 0.191], [-1.727, -1.374, -0.950]], "nbo_charge": [0.1707, -0.0530, 0.3538, -0.6997, -0.4314, -0.6528, -0.7673, 0.1984, 0.2156, 0.2464, 0.2462, 0.2774, 0.2832, 0.4484, 0.3762, 0.4172, 0.3708]}

Record 4
{"formula": "C4H10N3", "method": "ωB97M-V/def2-TZVPD", "e_above_lowest_kj_mol": 632.8, "spin_multiplicity": 1, "gap_ev": [8.04, 7.98], "charge": 1, "fmax_ev_per_a": 5.809, "symbols": ["C", "C", "C", "C", "N", "N", "N", "H", "H", "H", "H", "H", "H", "H", "H", "H", "H"], "positions_angstrom": [[-0.358536, -1.505975, -0.147186], [0.308219, -0.935821, 0.879510], [1.176322, 0.855519, -0.610129], [0.182396, 1.331122, 1.520660], [-0.549923, -0.909359, -1.297416], [-1.661531, -0.896740, -2.063376], [1.037637, 0.457275, 0.683321], [-0.907308, -2.398198, 0.094383], [0.852143, -1.445685, 1.587035], [1.939509, 0.285830, -1.140560], [0.510626, 1.719687, -0.987703], [0.267749, 2.365809, 0.991984], [-0.861872, 1.010331, 1.392461], [0.434307, 1.396656, 2.494200], [-2.551202, -1.121983, -1.585352], [-1.765568, -0.467544, -2.967520], [1.947031, 0.259076, 1.155689]], "forces_ev_per_angstrom": [[-1.402, 0.153, 0.796], [1.455, 1.083, -1.991], [-0.553, 1.580, -3.056], [-1.562, 3.041, -4.696], [-0.194, 2.230, -3.695], [-0.473, -1.510, 3.296], [-1.406, -2.590, 3.501], [-0.114, -0.684, 0.108], [0.488, -1.412, 1.874], [-0.468, 0.586, -0.339], [1.560, -1.790, 0.556], [-0.136, -1.460, 1.450], [0.511, 0.102, 0.149], [1.114, -0.101, 3.125], [0.669, 0.169, -0.565], [1.052, 0.137, 0.001], [-0.543, 0.466, -0.515]], "nbo_charge": [-0.0555, -0.1080, -0.1348, -0.3975, -0.2024, -0.5132, -0.4410, 0.2400, 0.2128, 0.2250, 0.2368, 0.2225, 0.2394, 0.2341, 0.3743, 0.4187, 0.4488]}

Record 5
{"formula": "C4H10N3", "method": "ωB97M-V/def2-TZVPD", "e_above_lowest_kj_mol": 368.1, "spin_multiplicity": 1, "gap_ev": 9.79, "charge": 1, "fmax_ev_per_a": 4.232, "symbols": ["C", "C", "C", "C", "N", "N", "N", "H", "H", "H", "H", "H", "H", "H", "H", "H", "H"], "positions_angstrom": [[2.401934, 0.145613, -0.796382], [2.632166, -0.283409, 0.501693], [-2.555632, 0.634982, 0.212935], [-1.035338, -1.022431, -0.395631], [-2.337925, -0.686949, -0.407285], [-0.332862, -0.063620, 0.104601], [-1.185154, 1.018463, 0.417066], [2.643394, 1.085056, -1.186464], [2.081424, -0.684101, -1.482510], [2.468230, 0.363968, 1.432862], [-3.019974, 1.350875, -0.495073], [-3.167530, 0.504193, 1.096516], [-0.580257, -1.935229, -0.653415], [-3.092098, -1.285048, -0.786772], [0.804793, -0.044258, 0.034947], [-0.906244, 1.444151, 1.200906], [2.629581, -1.329184, 0.629488]], "forces_ev_per_angstrom": [[0.677, -3.402, 2.070], [-1.719, 2.594, -1.083], [-0.373, -0.277, -1.145], [-1.404, 1.448, 0.722], [-0.264, -1.344, -0.832], [1.182, -0.260, 0.119], [0.565, -1.180, -3.460], [-0.470, 1.556, -0.314], [1.070, 1.024, 0.152], [1.413, -0.740, -1.481], [-0.076, -0.545, 0.388], [-0.035, 0.258, 0.441], [0.089, -0.991, -0.677], [0.896, 0.667, 0.538], [-2.216, 0.484, 0.311], [0.904, 1.837, 3.704], [-0.238, -1.128, 0.547]], "nbo_charge": [-0.3981, -0.3495, -0.0453, 0.3241, -0.5527, -0.3697, -0.4337, 0.2359, 0.2069, 0.2262, 0.2094, 0.2007, 0.2456, 0.4497, 0.4528, 0.3888, 0.2087]}

Record 6
{"formula": "C4H10N3", "method": "ωB97M-V/def2-TZVPD", "e_above_lowest_kj_mol": 337.1, "spin_multiplicity": 1, "gap_ev": [5.84, 7.60], "charge": 1, "fmax_ev_per_a": 1.642, "symbols": ["C", "C", "C", "C", "N", "N", "N", "H", "H", "H", "H", "H", "H", "H", "H", "H", "H"], "positions_angstrom": [[2.622070, 0.115864, 0.012895], [0.102140, 0.380279, -0.611548], [-0.953196, -0.385377, -0.127724], [-1.911882, 0.141705, 0.885759], [3.284521, -0.769903, 0.435118], [0.267618, 1.723612, -0.300516], [-1.091434, -1.669423, -0.507473], [0.660581, 0.024698, -1.464750], [-2.635764, -0.619979, 1.158800], [-2.454292, 1.002532, 0.494085], [-1.387320, 0.456422, 1.786986], [3.188768, -1.752533, 0.630840], [-0.423423, 2.108487, 0.323925], [0.481436, 2.328425, -1.081751], [-1.894161, -2.194335, -0.205752], [2.677760, 1.165939, -0.179759], [-0.533416, -2.056419, -1.249129]], "forces_ev_per_angstrom": [[-0.261, -1.569, 0.408], [0.339, 0.215, -0.208], [0.810, -0.351, 0.157], [-0.048, -0.017, -0.083], [-0.088, 0.550, -0.142], [-0.071, 0.097, -0.030], [-0.115, 0.289, 0.081], [-0.139, -0.016, -0.191], [-0.078, 0.007, 0.071], [-0.028, 0.033, -0.037], [0.030, 0.004, 0.052], [-0.049, -0.185, 0.018], [0.077, 0.190, -0.031], [-0.175, 0.022, 0.093], [0.038, -0.064, -0.020], [-0.247, 0.838, -0.116], [0.005, -0.042, -0.024]], "nbo_charge": [0.3007, -0.1187, 0.2663, -0.6795, -0.5111, -0.8095, -0.7064, 0.2178, 0.2418, 0.2513, 0.2524, 0.4455, 0.3941, 0.3999, 0.4155, 0.2313, 0.4087]}